# C11H23N3O3

A molecular structure, C11H23N3O3 (the ωB97M-V functional and the def2-TZVPD basis, OMol25).

Geometry (Å):
C1 -1.45782 -1.08378 0.21275
C2 1.12231 -2.77272 0.13659
C3 1.39331 -0.37384 -0.69532
H1 -4.62280 2.42271 -0.31319
N1 4.48896 2.44487 0.92259
C4 0.59531 -1.70789 -0.79566
H2 2.46539 1.67048 0.74286
O1 0.77361 -2.76238 1.40223
C5 3.55121 1.33694 0.85340
H3 3.69767 0.82333 1.83434
H4 2.82245 -1.62931 0.21761
H5 1.07967 0.28336 0.18900
H6 -1.26899 -1.72836 -1.77243
H7 3.71506 1.08090 -1.30807
H8 -4.92929 0.82587 -1.09055
C6 -4.52744 1.30160 -0.09384
H9 4.92869 0.39196 -0.40445
H10 -3.17204 -1.99909 1.89452
C7 -2.14281 1.47098 -1.09776
H11 0.46617 -1.78970 1.52875
H12 3.13067 -1.32342 -1.50938
H13 0.85065 -2.22369 -1.72422
H14 -2.80532 -0.20621 2.09997
H15 -2.42470 1.18468 -2.10915
H16 -1.06548 1.36314 -0.89311
H17 -2.73376 1.28639 0.96401
O2 -0.96146 -0.76900 1.29950
N2 -0.79221 -1.52802 -0.84236
C8 2.87185 -0.71994 -0.53313
O3 1.95708 -3.54240 -0.39356
H18 1.29563 0.33216 -1.69124
H19 -5.09810 0.87191 0.74315
H20 -3.59560 -1.03407 -0.64313
C9 3.83954 0.44747 -0.40078
H21 -2.35929 2.53757 -1.23941
H22 3.61462 3.39702 0.71888
N3 -3.57264 -0.97110 1.51262
C10 -2.92120 -0.61442 0.17875
C11 -3.04977 0.93037 0.03154
H23 4.84085 2.37565 2.06765

Electronic energy   -822.7650 hartree
HOMO energy   -9.455 eV
Largest force on an atom   0.1066 Eh/bohr
Orbital gap   9.8176 eV